Entry 1:
C3H5N3O in the gas phase. Source: the OMol25 dataset; level of theory: wB97M-V/def2-TZVPD.

Geometry (Å):
1 C 0.816 -1.262 -0.169
2 N -0.020 -0.119 -0.092
3 N -1.264 0.042 -0.449
4 C -1.526 1.364 -0.257
5 C -0.354 2.032 0.170
6 N 0.521 0.991 0.261
7 O 2.128 0.901 0.461
8 H 0.535 -2.008 0.551
9 H 0.678 -1.789 -1.146
10 H 1.790 -0.858 0.097
11 H -2.404 1.748 -0.595
12 H -0.178 2.971 0.559

Atoms 1-6, force components in eV/Å:
C -0.2 -2.1 -1.0
N -1.1 0.7 -0.4
N -0.8 0.8 0.1
C 3.3 -1.5 0.2
C -0.7 -4.4 -0.4
N 5.6 2.1 1.0

- SMILES string = Cn1ncc[n+]1[O-]
- Kohn-Sham gap (eV) = 10.2
- ΔE to the lowest compared entry with this formula, charge and spin (kcal/mol) = 131.1
- HOMO energy (hartree) = -0.3419
- total charge = 0
- E_LUMO (eV) = 0.85


Entry 2:
C3H5N3O in the gas phase. Source: the OMol25 dataset; level of theory: wB97M-V/def2-TZVPD.

Geometry (Å):
1 N 1.805 1.176 -0.892
2 C 0.497 1.260 -0.689
3 N 0.087 0.930 0.545
4 C -0.648 -0.044 0.895
5 O -1.226 -0.113 2.123
6 C -1.022 -1.141 -0.009
7 N -0.428 -1.225 -1.132
8 H 2.464 0.745 -0.248
9 H 2.167 1.445 -1.792
10 H -1.022 0.718 2.576
11 H -1.835 -1.792 0.330
12 H -0.840 -1.961 -1.707

Atoms 1-6, force components in eV/Å:
N -0.1 0.0 -0.1
C 0.3 -0.1 0.2
N -0.2 -0.2 -0.1
C 0.2 0.2 -0.2
O 0.1 0.2 0.0
C 0.1 0.0 -0.2

- Kohn-Sham gap (spin up / spin down) (eV) = 8.3 / 8.3
- ΔE to the lowest compared entry with this formula, charge and spin (kcal/mol) = 64.5
- HOMO energy (spin up / spin down) (hartree) = -0.2865 / -0.2865
- total charge = 0
- E_LUMO (spin up / spin down) (eV) = 0.47 / 0.47


Entry 3:
C3H5N3O in the gas phase. Source: the OMol25 dataset; level of theory: wB97M-V/def2-TZVPD.

Geometry (Å):
1 O -2.179 0.835 -0.656
2 C -1.676 -0.186 0.169
3 C -0.185 -0.239 0.136
4 N 0.577 -1.324 0.482
5 C 1.796 -0.864 0.361
6 N 1.753 0.513 -0.072
7 N 0.479 0.831 -0.232
8 H -1.571 1.586 -0.593
9 H -2.075 -1.138 -0.187
10 H -1.995 -0.055 1.214
11 H 2.707 -1.160 -0.077
12 H 2.369 1.201 -0.544

Atoms 1-6, force components in eV/Å:
O 0.0 0.2 0.0
C -0.1 -0.4 0.2
C -0.3 0.2 0.1
N 0.6 0.6 -0.2
C 0.2 3.7 -2.3
N -0.6 -1.1 -0.1

- SMILES string = OCc1nc[nH]n1
- Kohn-Sham gap (eV) = 10.6
- ΔE to the lowest compared entry with this formula, charge and spin (kcal/mol) = 49.9
- HOMO energy (hartree) = -0.3589
- total charge = 0
- E_LUMO (eV) = 0.86


Entry 4:
C3H5N3O in the gas phase. Source: the OMol25 dataset; level of theory: wB97M-V/def2-TZVPD.

Geometry (Å):
1 O 0.024 -1.161 -2.134
2 C 0.870 -1.088 -1.011
3 C 0.435 0.050 -0.045
4 N 0.320 -0.233 1.284
5 C -0.405 0.792 1.765
6 N -0.644 1.650 0.767
7 N -0.113 1.215 -0.396
8 H 0.114 -0.326 -2.605
9 H 1.931 -1.052 -1.315
10 H 0.742 -2.055 -0.501
11 H -0.885 1.040 2.729
12 H -1.204 2.491 0.812

Atoms 1-6, force components in eV/Å:
O 0.1 0.3 -0.2
C 0.1 0.3 0.5
C -0.3 -0.5 0.2
N -1.1 0.7 0.9
C 0.2 -0.1 -0.5
N 0.1 0.1 -0.3

- SMILES string = OCc1nc[nH]n1
- Kohn-Sham gap (eV) = 10.9
- ΔE to the lowest compared entry with this formula, charge and spin (kcal/mol) = 34.5
- HOMO energy (hartree) = -0.3687
- total charge = 0
- E_LUMO (eV) = 0.83


Entry 5:
C3H5N3O in the gas phase. Source: the OMol25 dataset; level of theory: wB97M-V/def2-TZVPD.

Geometry (Å):
1 H 0.671 -1.782 1.510
2 N 0.203 -2.035 0.436
3 C -0.063 -1.060 -0.308
4 N -0.817 -1.151 -1.506
5 C -1.181 0.080 -1.607
6 O -0.518 1.094 -0.931
7 N 0.590 0.232 -0.280
8 C 0.697 0.899 0.992
9 H -1.886 0.840 -2.163
10 H -0.248 1.190 1.313
11 H 1.010 0.024 1.871
12 H 1.542 1.670 0.672

Atoms 1-6, force components in eV/Å:
H -1.4 -0.6 -4.4
N 0.6 0.2 4.0
C 2.6 -0.3 0.0
N -1.5 2.1 0.6
C -0.4 3.6 -1.3
O 1.4 -3.3 0.2

- SMILES string = [H]/N=c1/ncon1C
- Kohn-Sham gap (eV) = 10.6
- ΔE to the lowest compared entry with this formula, charge and spin (kcal/mol) = 126.1
- HOMO energy (hartree) = -0.3617
- total charge = 0
- E_LUMO (eV) = 0.73


Entry 6:
C3H5N3O in the gas phase. Source: the OMol25 dataset; level of theory: wB97M-V/def2-TZVPD.

Geometry (Å):
1 C -0.704 -0.617 0.386
2 C 0.445 -1.010 1.067
3 C -0.879 1.268 -1.175
4 N -0.723 0.200 -0.584
5 N 1.568 -0.384 1.149
6 N -0.653 1.674 -2.410
7 O 2.387 -0.708 2.176
8 H -1.664 -0.965 0.575
9 H 0.268 -1.767 1.799
10 H -0.957 2.578 -2.657
11 H -0.947 0.935 -3.094
12 H 1.859 -1.202 2.769

Atoms 1-6, force components in eV/Å:
C 1.8 -1.8 2.9
C -2.5 -0.8 1.2
C 0.0 -0.3 3.1
N 0.6 4.1 -5.8
N 1.8 2.2 -1.9
N -0.2 -2.0 -2.1

- Kohn-Sham gap (spin up / spin down) (eV) = 6.9 / 8.2
- 2S+1 = 3
- ΔE to the lowest compared entry with this formula, charge and spin (kcal/mol) = 28.6
- HOMO energy (spin up / spin down) (hartree) = -0.2147 / -0.3486
- total charge = 0
- E_LUMO (spin up / spin down) (eV) = 1.02 / -1.28


Entry 7:
A molecular structure, C3H5N3O6P. Source: the OMol25 dataset; level of theory: wB97M-V/def2-TZVPD.

Geometry (Å):
1 C -1.636 0.755 1.935
2 C 0.449 -0.393 1.524
3 C -0.962 0.609 -0.418
4 N -0.595 -0.153 2.308
5 N -1.801 0.991 0.557
6 N 0.220 0.204 -0.005
7 O -2.306 1.187 2.835
8 O 1.467 -0.889 1.728
9 O -1.136 0.836 -1.589
10 O 0.096 -1.452 -1.852
11 O 2.358 -1.241 -0.827
12 O 1.688 0.618 -2.248
13 P 1.113 -0.441 -1.247
14 H -0.553 -0.288 3.343
15 H -2.723 1.506 0.304
16 H -0.003 -1.934 -2.724
17 H 3.155 -0.763 -0.623
18 H 1.168 0.848 -3.000

Atoms 1-6, force components in eV/Å:
C 6.7 -4.2 -7.5
C -1.5 1.5 -1.9
C -1.8 2.3 -0.7
N -1.2 1.0 0.2
N -3.6 1.2 1.9
N 3.8 -2.8 3.5

- Kohn-Sham gap (spin up / spin down) (eV) = 6.3 / 6.4
- 2S+1 = 3
- HOMO energy (spin up / spin down) (hartree) = -0.3511 / -0.5447
- total charge = +1
- E_LUMO (spin up / spin down) (eV) = -3.22 / -8.42


Entry 8:
C3H5N3OS in the gas phase. Source: the OMol25 dataset; level of theory: wB97M-V/def2-TZVPD.

Geometry (Å):
1 C -0.160 0.089 -0.023
2 C 0.215 1.848 1.302
3 C 0.997 -1.611 -1.313
4 N 0.618 0.990 0.373
5 N -1.827 0.688 1.215
6 N -0.186 -1.120 -0.522
7 O -1.175 1.735 1.680
8 S 1.090 2.998 2.038
9 H 0.763 -2.109 -2.148
10 H 1.473 -0.752 -1.584
11 H 1.615 -2.295 -0.610
12 H -2.348 0.925 0.344
13 H -1.074 -1.386 -0.752

Atoms 1-6, force components in eV/Å:
C -2.5 1.2 3.7
C -0.9 1.8 1.6
C 0.1 -1.0 5.5
N 0.2 -1.8 -1.7
N 1.1 -3.4 -2.8
N 3.0 1.0 -0.8

- Kohn-Sham gap (eV) = 8.3
- ΔE to the lowest compared entry with this formula, charge and spin (kcal/mol) = 128.4
- HOMO energy (hartree) = -0.3109
- total charge = 0
- E_LUMO (eV) = -0.21


Which formula does entry 8 have?
C3H5N3OS


Look up the total charge of the fourth one.
0